# 1
DFT (ωB97M-V/def2-TZVPD) results for a structure of composition C36H36F11N4O6PS3W in a non-equilibrium geometry.

## Properties
energy above the lowest of the compared OMol25 structures with the same formula, charge and spin	230.4	kJ/mol
LUMO level (alpha / beta)	1.65 / 1.64	eV
total charge	-1
Kohn-Sham gap (alpha / beta)	5.49 / 5.14	eV
⟨S²⟩	0.76
spin multiplicity	2
HOMO level (alpha / beta)	-3.84 / -3.50	eV

Element x y z (Å)
W1 -0.717 -0.151 -0.502
S1 -2.210 -1.069 -4.027
S2 -0.105 2.203 -1.240
S3 0.354 -1.382 -3.583
P1 -0.926 0.534 1.826
F1 -2.941 1.147 -5.385
F2 5.466 4.082 -1.397
F3 0.846 4.985 -1.873
F4 3.418 5.827 -1.899
F5 1.324 0.412 -5.432
F6 4.915 1.429 -0.978
F7 -3.978 0.862 -3.527
F8 -1.921 1.522 -3.528
F9 2.265 0.583 -0.935
F10 2.756 -0.195 -3.945
F11 2.226 -1.548 -5.524
O1 -3.935 -2.969 -0.316
O2 1.757 -3.905 -3.549
O3 -3.179 -1.778 -4.800
O4 -2.589 0.737 -1.068
O5 0.337 -0.372 -2.495
O6 -2.146 -1.328 -2.607
N1 0.701 -1.450 0.401
N2 -3.476 1.635 -0.702
N3 -0.778 -1.010 -4.675
N4 -1.986 -1.700 0.059
C1 2.228 -3.258 -2.424
C2 -3.155 -0.795 2.889
C3 3.062 -1.892 -0.145
C4 1.723 -0.613 -4.692
C5 -5.434 3.481 -0.010
C6 -0.025 -0.817 2.620
C7 1.380 2.017 2.181
C8 3.964 -2.309 -1.107
C9 -2.740 1.392 4.019
C10 1.273 -3.028 3.675
C11 -4.695 1.207 -0.240
C12 -0.085 -3.503 -1.491
C13 1.685 -2.102 -0.364
C14 2.593 1.872 -1.192
C15 3.906 2.291 -1.197
C16 0.734 -2.340 6.028
C17 -4.189 3.890 -0.505
C18 -0.740 3.342 1.995
C19 1.513 2.749 -1.395
C20 1.299 -2.924 -1.437
C21 1.832 4.097 -1.655
C22 -0.098 2.069 2.540
C23 3.585 -1.207 1.082
C24 3.142 4.530 -1.669
C25 -3.239 2.973 -0.848
C26 0.662 -1.697 1.736
C27 3.574 -2.923 -2.287
C28 -2.972 -2.301 -0.200
C29 0.028 -1.024 3.996
C30 4.191 3.639 -1.428
C31 -2.622 0.623 2.701
C32 -5.667 2.104 0.097
C33 1.272 -2.829 2.317
C34 -2.794 0.715 -4.128
C35 0.677 -2.113 4.546
C36 4.570 -3.191 -3.382
H1 -3.253 1.134 1.960
H2 -3.963 4.935 -0.636
H3 1.891 2.929 2.483
H4 -2.734 -1.245 3.785
H5 -0.201 2.027 3.631
H6 1.720 -3.556 1.653
H7 1.739 -3.913 4.086
H8 -2.284 3.239 -1.271
H9 -3.774 1.329 4.365
H10 0.228 -3.267 6.294
H11 1.770 -2.417 6.358
H12 5.538 -2.792 -3.094
H13 -2.491 2.443 3.909
H14 4.532 -0.716 0.863
H15 -0.301 4.222 2.465
H16 -1.814 3.356 2.169
H17 3.748 -1.937 1.878
H18 -4.807 0.135 -0.187
H19 2.472 -3.954 -4.194
H20 -6.190 4.194 0.268
H21 -0.420 -3.730 -0.477
H22 -4.241 -0.792 2.979
H23 -2.105 0.959 4.788
H24 1.476 1.913 1.104
H25 -0.450 -0.323 4.666
H26 4.678 -4.259 -3.580
H27 -6.619 1.739 0.454
H28 1.862 1.167 2.662
H29 2.877 -0.470 1.449
H30 -0.574 3.408 0.920
H31 -0.074 -4.417 -2.080
H32 -0.828 -2.838 -1.935
H33 4.280 -2.695 -4.308
H34 0.258 -1.524 6.564
H35 -2.881 -1.418 2.040
H36 5.013 -2.095 -0.956

=====

# 2
DFT (ωB97M-V/def2-TZVPD) results for a structure of composition C36H36FI2N3O4SScSi.

## Properties
energy above the lowest of the compared OMol25 structures with the same formula, charge and spin	40.3	kJ/mol
LUMO level	2.05	eV
total charge	-1
Kohn-Sham gap	6.99	eV
spin multiplicity	1
HOMO level	-4.93	eV

Element x y z (Å)
I1 -3.615 6.233 -3.338
I2 -5.209 1.528 0.099
Sc1 -0.666 -0.185 0.316
S1 1.693 -0.604 1.802
Si1 4.300 -2.448 2.384
F1 -3.836 -4.383 4.038
O1 -1.664 -1.067 -1.308
O2 -2.109 1.168 -0.077
O3 0.872 -0.632 -1.300
O4 -3.816 -0.573 -5.492
N1 0.469 1.969 -0.199
N2 3.241 0.925 0.216
N3 -0.853 1.550 2.238
C1 -3.752 2.668 -0.884
C2 -4.113 3.790 -1.606
C3 -1.820 3.685 3.709
C4 -2.781 -0.815 -3.339
C5 0.009 2.503 -1.479
C6 -0.345 -0.954 -4.685
C7 5.508 0.421 -0.373
C8 6.075 -3.086 2.473
C9 2.206 -1.311 -3.086
C10 -3.142 -3.508 3.263
C11 0.867 -0.959 -2.492
C12 -1.499 -0.844 -5.403
C13 -1.711 -1.689 1.660
C14 -3.117 4.503 -2.256
C15 -1.240 -2.130 2.904
C16 5.476 -0.668 0.496
C17 0.574 2.954 0.867
C18 -5.044 -0.312 -4.828
C19 -2.211 2.391 4.013
C20 -3.665 -3.128 2.046
C21 -0.933 3.887 2.665
C22 3.267 -3.847 1.693
C23 -0.463 2.791 1.955
C24 3.817 -2.058 4.149
C25 4.334 -0.972 1.219
C26 -1.431 2.967 -1.468
C27 -2.728 -0.744 -4.708
C28 -1.590 -0.950 -2.575
C29 -1.933 -3.028 3.715
C30 -2.412 2.208 -0.775
C31 3.179 -0.160 1.012
C32 -1.795 4.095 -2.186
C33 -0.338 -0.963 -3.273
C34 -1.704 1.355 3.246
C35 -2.943 -2.226 1.268
C36 4.368 1.193 -0.449
H1 2.135 -1.818 -4.045
H2 -0.607 4.883 2.391
H3 -5.380 -1.178 -4.256
H4 4.343 2.083 -1.073
H5 3.551 -4.055 0.656
H6 -5.148 4.098 -1.654
H7 6.365 -1.281 0.607
H8 -2.001 0.328 3.426
H9 0.638 3.338 -1.806
H10 -0.281 -1.774 3.272
H11 -5.768 -0.089 -5.606
H12 -1.503 -0.811 -6.485
H13 2.801 -0.400 -3.195
H14 -2.208 4.527 4.271
H15 -3.369 -1.933 0.315
H16 4.052 -2.915 4.791
H17 -1.543 -3.350 4.673
H18 6.436 -3.429 1.496
H19 3.414 -4.762 2.279
H20 -3.706 -0.759 -2.780
H21 1.387 1.539 -0.310
H22 6.126 -3.938 3.159
H23 1.552 2.836 1.341
H24 2.204 -3.586 1.708
H25 6.391 0.668 -0.950
H26 -2.907 2.181 4.816
H27 -1.029 4.656 -2.713
H28 4.365 -1.187 4.526
H29 2.726 -1.947 -2.369
H30 2.750 -1.840 4.218
H31 0.596 -0.993 -5.223
H32 6.768 -2.319 2.838
H33 0.121 1.706 -2.219
H34 -4.614 -3.533 1.715
H35 -4.954 0.542 -4.155
H36 0.517 3.973 0.475

=====

# 3
DFT (ωB97M-V/def2-TZVPD) results for an isolated molecule of C36H36N4O7 in a non-equilibrium geometry.

## Properties
energy above the lowest of the compared OMol25 structures with the same formula, charge and spin	0.0	kJ/mol
LUMO level	-1.11	eV
total charge	0
Kohn-Sham gap	7.28	eV
spin multiplicity	1
HOMO level	-8.39	eV

Element x y z (Å)
O1 4.168 -4.613 0.803
O2 -6.266 6.174 3.118
O3 -7.533 5.587 1.421
O4 -2.787 -0.342 -0.619
O5 0.014 1.868 1.287
O6 -3.362 1.282 -2.031
O7 -1.132 -0.038 1.053
N1 0.826 6.750 -5.174
N2 2.336 -1.852 -0.431
N3 -6.431 5.592 2.019
N4 4.385 -2.356 0.388
C1 -1.800 3.147 -0.591
C2 3.713 -3.546 0.443
C3 5.774 -2.285 0.780
C4 1.571 4.058 -3.029
C5 4.360 -0.843 -1.526
C6 -5.319 4.917 1.424
C7 -4.055 4.936 2.043
C8 1.356 -5.248 2.897
C9 -0.607 3.747 -4.032
C10 -5.454 4.272 0.182
C11 1.233 -3.550 1.034
C12 0.704 5.742 -4.586
C13 -2.960 4.323 1.420
C14 3.665 -1.244 -0.212
C15 1.443 -6.566 3.349
C16 1.099 -6.035 0.621
C17 -3.461 0.262 1.625
C18 -4.348 3.651 -0.408
C19 -0.123 0.995 -1.537
C20 -0.785 1.212 0.642
C21 -2.563 0.885 -1.181
C22 -0.743 2.543 -3.359
C23 -3.062 3.577 0.206
C24 0.236 2.153 -2.440
C25 1.231 -4.981 1.529
C26 -1.244 1.576 -0.731
C27 1.170 -7.357 1.071
C28 1.139 0.167 -1.132
C29 0.555 4.510 -3.867
C30 1.226 -1.177 -0.884
C31 3.610 -0.068 0.768
C32 -2.471 -0.515 0.782
C33 2.274 -3.255 -0.045
C34 -2.462 -2.014 1.057
C35 1.350 -7.626 2.435
C36 1.425 2.872 -2.315
H1 2.483 4.638 -2.912
H2 4.588 0.437 0.776
H3 -4.495 3.200 -1.389
H4 -1.645 1.939 -3.485
H5 4.670 -1.752 -2.063
H6 -3.978 5.452 3.004
H7 5.930 -1.477 1.506
H8 -4.462 -0.141 1.445
H9 -1.416 4.099 -4.676
H10 6.426 -2.094 -0.083
H11 2.088 -3.905 -0.924
H12 1.094 -8.175 0.352
H13 -0.782 0.219 -1.969
H14 -3.462 -2.432 0.888
H15 0.248 -3.300 0.614
H16 1.419 -8.660 2.785
H17 2.225 2.555 -1.645
H18 0.349 -1.820 -1.031
H19 2.831 0.651 0.496
H20 -1.969 3.528 -1.610
H21 3.394 -0.449 1.778
H22 1.410 -2.869 1.882
H23 -1.989 4.428 1.912
H24 -1.750 -2.511 0.386
H25 -3.201 0.118 2.677
H26 6.077 -3.233 1.239
H27 -3.441 1.330 1.375
H28 -6.438 4.281 -0.291
H29 2.095 0.654 -1.354
H30 -0.956 3.687 -0.153
H31 1.419 -4.409 3.594
H32 -2.164 -2.191 2.100
H33 1.588 -6.766 4.413
H34 3.700 -0.259 -2.172
H35 5.256 -0.250 -1.293
H36 0.964 -5.810 -0.439

=====

# 4
DFT (ωB97M-V/def2-TZVPD) results for a structure of composition C36H36N7Pt in a non-equilibrium geometry.

## Properties
energy above the lowest of the compared OMol25 structures with the same formula, charge and spin	48.4	kJ/mol
LUMO level	-12.18	eV
total charge	+3
Kohn-Sham gap	3.62	eV
spin multiplicity	1
HOMO level	-15.80	eV

Element x y z (Å)
Pt1 -0.158 0.499 -0.329
N1 -1.147 1.090 -1.915
N2 3.121 0.754 -3.834
N3 -2.041 0.748 0.474
N4 0.753 -0.478 1.283
N5 -4.882 1.682 -7.809
N6 1.368 0.564 -1.719
N7 -4.685 1.011 1.169
C1 -0.057 -4.556 1.588
C2 -0.635 -3.812 0.542
C3 3.961 2.004 2.695
C4 -0.522 1.042 -3.107
C5 -2.796 1.457 -6.747
C6 0.525 -1.799 1.403
C7 1.077 -2.625 2.444
C8 3.067 -0.295 2.206
C9 3.951 0.529 3.134
C10 2.683 0.427 -1.546
C11 -3.761 0.826 2.100
C12 2.529 2.529 2.761
C13 3.568 0.547 -2.605
C14 1.606 0.239 2.223
C15 -1.239 1.152 -4.280
C16 1.986 0.981 4.610
C17 0.811 -3.970 2.530
C18 -2.638 1.275 -4.257
C19 -3.422 1.416 -5.497
C20 -1.563 -4.448 -0.453
C21 1.997 2.464 4.194
C22 -3.571 1.591 -7.893
C23 -3.251 1.230 -2.993
C24 0.915 0.822 -2.979
C25 -0.325 -2.482 0.447
C26 -5.518 1.655 -6.656
C27 1.620 1.733 1.825
C28 -2.493 1.123 -1.846
C29 3.425 0.469 4.571
C30 -4.815 1.523 -5.463
C31 1.433 -4.803 3.609
C32 1.069 0.187 3.684
C33 1.828 0.878 -4.035
C34 -2.985 0.988 -0.478
C35 -4.325 1.090 -0.093
C36 -2.428 0.675 1.748
H1 4.050 1.087 5.214
H2 -5.111 1.231 -0.825
H3 4.640 0.476 -2.476
H4 0.990 2.883 4.262
H5 1.162 -4.427 4.596
H6 2.528 3.577 2.448
H7 -2.549 -3.983 -0.404
H8 -1.681 -5.510 -0.257
H9 0.994 -0.842 4.035
H10 4.605 2.576 3.363
H11 -1.673 0.483 2.497
H12 4.371 2.088 1.684
H13 -0.701 1.117 -5.214
H14 -6.597 1.732 -6.676
H15 0.062 0.613 3.713
H16 0.600 2.126 1.889
H17 3.039 0.215 -0.551
H18 1.499 1.031 -5.055
H19 -4.101 0.791 3.127
H20 1.590 0.913 5.627
H21 3.094 -1.339 2.518
H22 4.968 0.134 3.083
H23 -1.724 1.389 -6.861
H24 -5.374 1.509 -4.539
H25 3.486 -0.556 4.952
H26 -3.126 1.617 -8.880
H27 -4.325 1.258 -2.900
H28 1.119 -5.841 3.535
H29 -1.188 -4.327 -1.469
H30 2.643 3.029 4.866
H31 1.972 1.847 0.794
H32 2.522 -4.769 3.545
H33 1.732 -2.224 3.199
H34 -0.280 -5.615 1.665
H35 -0.737 -1.945 -0.396
H36 3.466 -0.270 1.191

=====

# 5
DFT (ωB97M-V/def2-TZVPD) results for a structure of composition C36H36N7Zr.

## Properties
LUMO level	-10.23	eV
total charge	+3
Kohn-Sham gap	6.48	eV
spin multiplicity	1
HOMO level	-16.70	eV

Element x y z (Å)
Zr1 -1.294 0.921 0.312
N1 -4.589 0.436 -0.476
N2 0.882 0.972 -0.294
N3 -0.668 -1.155 -0.328
N4 -1.862 4.211 -0.459
N5 -2.697 1.943 -0.685
N6 -0.844 2.831 1.262
N7 -2.968 -0.113 1.249
C1 -5.504 4.841 -2.954
C2 -6.322 3.708 -2.958
C3 -0.165 5.093 0.929
C4 -4.677 2.520 -1.750
C5 1.783 -5.374 -1.327
C6 1.632 -5.382 1.186
C7 -2.677 3.359 -0.942
C8 0.774 3.816 2.736
C9 5.206 0.825 -0.161
C10 -0.959 3.999 0.566
C11 5.774 1.457 -1.442
C12 5.625 1.662 1.060
C13 -2.648 -0.902 2.316
C14 2.901 -0.282 -0.024
C15 -3.403 -1.968 2.707
C16 0.843 -5.204 -0.118
C17 -3.863 3.647 -1.746
C18 -0.002 2.768 2.335
C19 0.286 -3.793 -0.186
C20 1.526 -0.206 -0.103
C21 1.130 -2.691 0.013
C22 0.696 5.005 1.997
C23 -1.047 -3.512 -0.497
C24 -4.034 1.481 -0.950
C25 -4.262 4.837 -2.328
C26 3.689 0.854 -0.225
C27 -0.264 -6.255 -0.190
C28 0.650 -1.409 -0.102
C29 -4.111 -0.362 0.546
C30 -1.482 -2.209 -0.535
C31 3.008 2.050 -0.494
C32 -5.929 2.528 -2.337
C33 1.639 2.075 -0.497
C34 -4.556 -2.258 1.963
C35 -4.904 -1.460 0.899
C36 5.746 -0.595 -0.018
H1 5.437 -1.072 0.915
H2 1.410 3.723 3.605
H3 -2.520 -1.984 -0.745
H4 2.190 -6.385 -1.320
H5 6.861 1.386 -1.418
H6 2.624 -4.679 -1.294
H7 6.713 1.690 1.120
H8 1.297 5.862 2.274
H9 2.493 -4.715 1.257
H10 1.252 -5.233 -2.270
H11 3.547 2.965 -0.695
H12 -5.184 -3.098 2.232
H13 5.251 1.237 1.993
H14 -7.286 3.758 -3.447
H15 5.527 2.515 -1.533
H16 2.176 -2.859 0.217
H17 2.022 -6.399 1.227
H18 -3.120 -2.551 3.571
H19 -1.754 -4.303 -0.694
H20 -6.572 1.659 -2.319
H21 -5.853 5.742 -3.440
H22 5.278 2.694 0.981
H23 -3.640 5.720 -2.305
H24 6.835 -0.561 -0.005
H25 -0.286 6.004 0.360
H26 3.378 -1.233 0.144
H27 0.021 1.828 2.881
H28 -1.747 -0.636 2.864
H29 1.106 2.999 -0.679
H30 -5.806 -1.625 0.326
H31 -0.778 -6.246 -1.153
H32 0.177 -7.245 -0.080
H33 5.428 0.940 -2.339
H34 -1.001 -6.140 0.608
H35 1.005 -5.234 2.067
H36 5.458 -1.234 -0.857

=====

Which formula does entry 4 have?
C36H36N7Pt

=====

Please write out number 3 again, unchanged.
DFT (ωB97M-V/def2-TZVPD) results for an isolated molecule of C36H36N4O7 in a non-equilibrium geometry.

## Properties
energy above the lowest of the compared OMol25 structures with the same formula, charge and spin	0.0	kJ/mol
LUMO level	-1.11	eV
total charge	0
Kohn-Sham gap	7.28	eV
spin multiplicity	1
HOMO level	-8.39	eV

Element x y z (Å)
O1 4.168 -4.613 0.803
O2 -6.266 6.174 3.118
O3 -7.533 5.587 1.421
O4 -2.787 -0.342 -0.619
O5 0.014 1.868 1.287
O6 -3.362 1.282 -2.031
O7 -1.132 -0.038 1.053
N1 0.826 6.750 -5.174
N2 2.336 -1.852 -0.431
N3 -6.431 5.592 2.019
N4 4.385 -2.356 0.388
C1 -1.800 3.147 -0.591
C2 3.713 -3.546 0.443
C3 5.774 -2.285 0.780
C4 1.571 4.058 -3.029
C5 4.360 -0.843 -1.526
C6 -5.319 4.917 1.424
C7 -4.055 4.936 2.043
C8 1.356 -5.248 2.897
C9 -0.607 3.747 -4.032
C10 -5.454 4.272 0.182
C11 1.233 -3.550 1.034
C12 0.704 5.742 -4.586
C13 -2.960 4.323 1.420
C14 3.665 -1.244 -0.212
C15 1.443 -6.566 3.349
C16 1.099 -6.035 0.621
C17 -3.461 0.262 1.625
C18 -4.348 3.651 -0.408
C19 -0.123 0.995 -1.537
C20 -0.785 1.212 0.642
C21 -2.563 0.885 -1.181
C22 -0.743 2.543 -3.359
C23 -3.062 3.577 0.206
C24 0.236 2.153 -2.440
C25 1.231 -4.981 1.529
C26 -1.244 1.576 -0.731
C27 1.170 -7.357 1.071
C28 1.139 0.167 -1.132
C29 0.555 4.510 -3.867
C30 1.226 -1.177 -0.884
C31 3.610 -0.068 0.768
C32 -2.471 -0.515 0.782
C33 2.274 -3.255 -0.045
C34 -2.462 -2.014 1.057
C35 1.350 -7.626 2.435
C36 1.425 2.872 -2.315
H1 2.483 4.638 -2.912
H2 4.588 0.437 0.776
H3 -4.495 3.200 -1.389
H4 -1.645 1.939 -3.485
H5 4.670 -1.752 -2.063
H6 -3.978 5.452 3.004
H7 5.930 -1.477 1.506
H8 -4.462 -0.141 1.445
H9 -1.416 4.099 -4.676
H10 6.426 -2.094 -0.083
H11 2.088 -3.905 -0.924
H12 1.094 -8.175 0.352
H13 -0.782 0.219 -1.969
H14 -3.462 -2.432 0.888
H15 0.248 -3.300 0.614
H16 1.419 -8.660 2.785
H17 2.225 2.555 -1.645
H18 0.349 -1.820 -1.031
H19 2.831 0.651 0.496
H20 -1.969 3.528 -1.610
H21 3.394 -0.449 1.778
H22 1.410 -2.869 1.882
H23 -1.989 4.428 1.912
H24 -1.750 -2.511 0.386
H25 -3.201 0.118 2.677
H26 6.077 -3.233 1.239
H27 -3.441 1.330 1.375
H28 -6.438 4.281 -0.291
H29 2.095 0.654 -1.354
H30 -0.956 3.687 -0.153
H31 1.419 -4.409 3.594
H32 -2.164 -2.191 2.100
H33 1.588 -6.766 4.413
H34 3.700 -0.259 -2.172
H35 5.256 -0.250 -1.293
H36 0.964 -5.810 -0.439

=====

The highest spin multiplicity belongs to which entry?
C36H36F11N4O6PS3W